(1)
# C49H43IN3OPSSiTc

C49H43IN3OPSSiTc as an isolated structure (ωB97M-V/def2-TZVPD, the Open Molecules 2025 dataset).

Each line ends with the Mulliken charge.
Geometry (Å):
I  -2.908753  1.985119  1.747246  0.235
Tc  -0.705374  0.493132  1.202488  0.755
S  -0.055492  -2.227547  -1.180497  -0.162
P  -1.969697  -1.396159  2.217370  2.601
Si  -2.690699  1.359229  -2.061686  -0.215
O  0.479188  1.031542  3.784654  -0.503
N  2.051747  -2.559576  -2.720072  -0.032
N  1.657502  -0.375658  -2.121591  0.527
N  0.025825  0.812056  2.755589  0.074
C  -3.719869  0.022581  4.031865  0.017
C  1.496267  2.596591  -3.321017  0.027
C  1.337033  -1.641748  -2.089389  0.395
C  -4.136048  2.201063  5.824032  -0.931
C  5.164853  5.421798  -0.558399  -0.875
C  -0.026239  -2.893928  5.522016  -0.651
C  -2.176400  0.966607  -3.807881  -0.801
C  1.489439  -2.968317  3.660437  -0.702
C  5.306496  5.406672  0.822908  -0.412
C  0.504127  -2.449676  2.838924  -0.253
C  1.223827  -3.191609  5.006720  -0.703
C  -3.439569  -1.165126  3.277996  0.641
C  -3.356127  1.361376  3.705537  0.249
C  4.530724  4.552186  1.600441  -0.735
C  4.255784  4.576829  -1.168802  -0.140
C  -3.534509  2.406852  4.567975  -0.710
C  -3.354031  -4.593270  -0.789166  -0.655
C  3.860617  1.458205  -4.237795  -0.975
C  2.760210  1.553363  -5.081896  -0.517
C  3.611977  3.716706  0.998385  -0.542
C  3.148196  -2.270373  -4.877302  -0.214
C  -1.022476  -2.384132  4.696826  -0.565
C  0.559151  1.677128  0.268348  -0.897
C  -4.632034  0.970279  6.123609  -0.877
C  -4.460002  -0.124542  5.240118  0.579
C  -5.061302  -1.367767  5.554621  -0.730
C  -3.403588  -2.351966  0.072256  -0.386
C  5.462277  -1.626659  -4.984804  -0.544
C  4.403428  -1.894711  -2.842028  0.069
C  -2.331549  3.137146  -1.638691  -0.899
C  -4.933104  -2.438340  4.723607  -1.181
C  -0.810954  -0.731984  -0.857318  -0.109
C  3.467669  3.715398  -0.395481  0.467
C  -4.441919  0.832763  -1.735549  -0.880
C  4.278751  -1.971610  -5.623236  -0.557
C  -2.444379  -4.951318  0.194240  -0.778
C  -3.839435  -3.291012  -0.846676  -0.677
C  1.489544  2.261159  -0.340145  -0.663
C  1.585896  2.140711  -4.627490  -0.985
C  2.481109  2.854437  -1.034538  1.229
C  2.596693  2.504828  -2.469451  0.163
C  3.789960  1.954294  -2.943360  -0.348
C  -4.077590  -2.337984  3.612714  -0.359
C  5.523922  -1.583521  -3.597901  -0.625
C  -2.483699  -2.703997  1.062742  -0.296
C  -0.766837  -2.166981  3.347236  0.233
C  -2.008262  -4.011427  1.121061  0.114
C  -1.556256  0.237071  -1.032873  0.739
C  3.227474  -2.236280  -3.493408  -0.550
H  -2.082706  -5.969421  0.253900  0.473
H  -1.134858  1.237709  -3.989058  -0.054
H  2.823978  1.187899  -6.098275  0.497
H  2.218339  -2.539442  -5.362435  0.490
H  4.647808  4.542261  2.675414  0.427
H  -4.254020  3.033623  6.503042  0.417
H  4.446564  -1.893153  -1.759613  0.501
H  -4.565340  -3.015781  -1.600867  0.471
H  -0.233390  -3.055059  6.571408  0.448
H  4.235292  -2.014676  -6.703040  0.449
H  -1.992176  -2.158785  5.119133  0.191
H  -3.698264  -5.330392  -1.502417  0.444
H  -5.643826  -1.439057  6.464623  0.432
H  6.022255  6.064705  1.297311  0.415
H  5.760171  6.096743  -1.157807  0.415
H  4.779647  1.009187  -4.590353  0.703
H  3.005444  3.047864  1.595653  0.443
H  -2.797601  1.523954  -4.513042  0.434
H  6.343944  -1.401907  -5.570007  0.455
H  -4.591763  -0.210325  -2.020908  0.196
H  6.450894  -1.328760  -3.102291  0.430
H  -3.868589  -3.236877  3.045898  0.391
H  4.649265  1.890121  -2.287080  0.539
H  2.468100  -3.192203  3.256723  0.443
H  0.578324  3.043420  -2.956183  0.685
H  1.714628  -3.511847  -2.728007  0.296
H  -2.930503  3.515581  -0.808994  0.376
H  -1.278569  3.282964  -1.388877  0.216
H  -3.255240  3.409930  4.274418  0.460
H  -1.312677  -4.305242  1.896585  0.437
H  4.135431  4.601597  -2.243962  0.488
H  1.145473  0.314991  -1.578778  -0.253
H  2.432380  -0.051740  -2.694023  -0.274
H  1.995728  -3.588881  5.651979  0.402
H  -3.789460  -1.338437  0.032377  0.464
H  -5.421418  -3.377316  4.944134  0.419
H  -5.177276  0.804265  7.043943  0.406
H  0.723959  -2.259477  1.792907  0.196
H  -4.743078  0.957013  -0.695172  0.289
H  0.742767  2.245841  -5.297825  0.554
H  -5.113475  1.439517  -2.348238  0.443
H  -2.564292  3.766373  -2.501164  0.534
H  -2.295404  -0.096650  -4.024536  0.333

Forces on atoms 1 to 6 (eV/Å):
I 0.1 0.0 0.0
Tc -0.2 0.2 -0.2
S 0.0 0.1 0.0
P 0.1 0.0 0.0
Si 0.1 0.0 0.0
O 0.1 0.1 0.0

Its multiplicity is 2. Its expectation value of S² is 0.770. The value obtained for the energy above the lowest of the compared OMol25 structures with the same formula, charge and spin is 1.187 eV. Its largest force on an atom is 0.35 eV Å⁻¹. The value obtained for the HOMO-LUMO gap (spin up / spin down) is 5.9 / 6.1 eV. As for the net charge: +2.

=====

(2)
# C14H11ClErN5

C14H11ClErN5 as an isolated structure in a non-equilibrium geometry (ωB97M-V/def2-TZVPD, the Open Molecules 2025 dataset).

Each line ends with the Mulliken charge.
Geometry (Å):
Er  0.612547  1.386822  -0.461866  1.168
Cl  -0.675898  2.703174  0.943735  -0.338
N  2.059008  0.281964  1.173377  -0.195
N  -2.883773  0.990962  -3.609123  0.040
N  -0.355944  -0.491406  0.206553  0.199
N  -1.588125  -0.764133  -0.210357  -0.735
N  -1.214249  0.764074  -2.004125  -0.188
C  1.334848  -0.650722  1.870263  0.823
C  -5.873954  -0.962152  -2.786529  -0.425
C  -4.201663  -1.328783  -1.088098  -0.269
C  -3.332018  -0.463036  -1.768866  0.777
C  -5.037474  -0.110612  -3.476490  -0.910
C  3.113439  -0.921463  3.456920  -0.206
C  0.039707  -1.007808  1.376411  -0.242
C  -3.772300  0.135616  -2.963156  0.310
C  3.853718  0.003053  2.732356  -0.707
C  -5.455953  -1.569613  -1.593937  -0.818
C  -2.005769  -0.155409  -1.305689  0.271
C  3.285493  0.581504  1.610465  0.052
C  -1.692907  1.271765  -3.119726  -0.213
C  1.841970  -1.248861  3.024349  -0.799
H  3.835707  1.323340  1.044687  0.378
H  -3.171963  1.411203  -4.483433  0.264
H  -1.085180  1.968234  -3.682381  0.339
H  4.853548  0.284151  3.029723  0.399
H  -6.865719  -1.159844  -3.170531  0.430
H  -0.597881  -1.676287  1.940344  0.422
H  -5.354975  0.359989  -4.399212  0.399
H  -6.128899  -2.232814  -1.068631  0.437
H  1.237317  -1.967172  3.561462  0.386
H  -3.869552  -1.792587  -0.171311  0.486
H  3.524389  -1.380973  4.345567  0.468

Forces on atoms 1 to 6 (eV/Å):
Er 0.6 -0.3 -0.6
Cl -0.3 0.6 0.4
N -0.6 -0.2 0.0
N 0.2 0.2 -0.2
N 1.4 -0.7 2.6
N -1.6 -0.3 -0.9

Its multiplicity is 4. Its expectation value of S² is 3.753. Its largest force on an atom is 3.10 eV Å⁻¹. The value obtained for the HOMO-LUMO gap (spin up / spin down) is 6.7 / 6.7 eV. As for the net charge: +2.